DFT (ωB97M-V with the def2-TZVPD basis set) results for a molecular structure, C5H8CoO3 at a distorted geometry.

Structure (XYZ):
```
17
Properties=species:S:1:pos:R:3:lowdin_charge:R:1
H 0.43218 -1.09296 1.40892 0.30
O -0.86596 0.32417 0.35149 0.12
C 0.10980 -0.76422 0.25606 -0.35
O -0.03657 -1.59594 -0.66422 0.14
Co -1.56486 -1.38013 -1.67552 1.38
O 1.38147 0.01711 0.16740 0.17
C 2.10880 -0.15310 1.22651 0.04
C -1.88054 0.27137 -0.43371 -0.07
C -2.84203 1.35549 -0.21954 0.05
H -2.61338 2.00479 0.63362 0.14
H -2.89372 1.93320 -1.15834 0.15
H -3.83766 0.89640 -0.11033 0.15
C 3.03159 0.91426 1.61911 0.09
H 2.39527 -1.19397 1.44330 0.21
H 2.97531 1.78148 0.95370 0.14
H 4.04611 0.48725 1.62536 0.17
H 2.81134 1.18738 2.66324 0.17
```

Calculated values
2S+1: 5
Total charge: +3
Gap between HOMO and LUMO (alpha / beta) (eV): 10.2 / 6.2
Highest occupied orbital energy (alpha / beta) (eV): -24.6326 / -25.0902
Energy relative to the best compared isomer or geometry (same formula, charge and spin) (kcal/mol): 35.9



DFT (ωB97M-V with the def2-TZVPD basis set) results for a molecular structure, C5H8CrO3 at a distorted geometry.

Structure (XYZ):
```
17
Properties=species:S:1:pos:R:3:lowdin_charge:R:1
O -1.90994 -0.33276 0.25513 -0.07
C -3.10175 0.13868 0.20148 -0.22
C -4.14286 -0.44152 1.11044 -0.08
H -3.48475 0.36498 -0.81591 0.12
H -5.05086 0.17723 1.04188 0.07
H -4.42299 -1.45554 0.77556 0.09
H -3.80116 -0.48098 2.15309 0.08
O 1.11604 -0.71836 0.27504 -0.11
O 0.54518 1.40654 -0.12528 -0.18
C 2.56438 -0.39196 0.31297 -0.40
C 3.27699 -1.43169 -0.53473 -0.14
C 0.17284 0.19776 0.01975 -0.27
H 2.84044 -0.56378 1.36789 0.08
H 4.36569 -1.31150 -0.42230 0.07
H 3.02604 -2.46603 -0.23406 0.08
H 3.04353 -1.33250 -1.60571 0.07
Cr 2.46818 1.60557 -0.16675 0.83
```

Calculated values
2S+1: 5
Total charge: 0
Gap between HOMO and LUMO (alpha / beta) (eV): 5.1 / 6.1
Highest occupied orbital energy (alpha / beta) (eV): -5.8336 / -6.8823
Energy relative to the best compared isomer or geometry (same formula, charge and spin) (kcal/mol): 46.1



DFT (ωB97M-V with the def2-TZVPD basis set) results for a molecular structure, C5H8CsO3 at a distorted geometry.

Structure (XYZ):
```
17
Properties=species:S:1:pos:R:3:lowdin_charge:R:1
O -3.16037 0.94964 -1.71228 0.04
C -3.36060 0.36711 -2.76155 -0.33
C -3.93093 -1.00692 -2.86954 -0.07
H -3.01801 0.81797 -3.71802 0.11
H -4.81623 -0.97304 -3.52341 0.07
H -3.18668 -1.64813 -3.36386 0.08
H -4.20323 -1.41070 -1.88748 0.08
O 1.40432 1.13719 1.57091 -0.29
O 2.31913 0.18644 -0.22638 -0.44
C 2.64244 0.99969 2.39498 -0.39
C 2.62234 -0.40077 3.00344 -0.24
C 1.30136 0.72350 0.28533 -0.46
H 2.42281 1.70980 3.21382 0.01
H 3.37334 -0.46746 3.80864 0.03
H 1.64224 -0.69154 3.44421 0.05
H 2.87141 -1.18754 2.26869 0.03
Cs 5.07666 0.89475 0.07250 0.72
```

Calculated values
2S+1: 1
Total charge: -1
Gap between HOMO and LUMO (alpha / beta) (eV): 2.8 / 2.8
Highest occupied orbital energy (alpha / beta) (eV): -1.0385 / -1.0371



DFT (ωB97M-V with the def2-TZVPD basis set) results for a molecular structure, C5H8CuO5 at a distorted geometry.

Structure (XYZ):
```
19
Properties=species:S:1:pos:R:3:lowdin_charge:R:1
O -1.31916 0.81276 0.98483 -0.05
C -1.68526 1.09040 -0.31352 -0.61
C -1.13124 -0.59924 1.15579 -0.12
O -2.13960 2.18666 -0.58286 0.09
O -2.07192 -0.05333 -0.91708 0.04
C -1.86840 -1.17532 -0.05723 -0.13
H -1.58469 -0.89876 2.10711 0.13
H -0.04458 -0.78454 1.14066 0.10
H -1.26135 -1.90837 -0.59974 0.12
H -2.84932 -1.59066 0.20401 0.12
O 2.12530 0.35635 1.28953 -0.35
O 0.47342 1.16049 -1.05885 -0.29
C 2.51091 0.18747 -0.02059 -0.47
C 1.32774 0.07149 -1.00481 -0.41
H 3.12164 -0.74254 -0.17699 0.09
H 3.16982 1.00826 -0.41576 0.09
H 0.78070 -0.84846 -0.67815 0.08
H 1.75785 -0.18001 -2.00804 0.10
Cu 0.68814 1.90736 0.95171 0.46
```

Calculated values
2S+1: 1
Total charge: -1
Gap between HOMO and LUMO (eV): 6.8
Highest occupied orbital energy (eV): -3.4863
Energy relative to the best compared isomer or geometry (same formula, charge and spin) (kcal/mol): 0.0



Question: What is the formula in the first record?
Answer: C5H8CoO3



Question: Among the records above, which one has the highest total charge?
Answer: C5H8CoO3